Entry 1:
{"formula": "C2H20Li5O18S2", "method": "ωB97M-V/def2-TZVPD", "e_above_lowest_kcal_mol": 245.87, "orbital_gap_ev": 1.45, "largest_force_ev_per_a": 4.49, "charge": -1, "elements": ["O", "O", "O", "Li", "H", "H", "C", "H", "H", "H", "H", "O", "Li", "H", "H", "O", "O", "H", "O", "H", "H", "H", "H", "O", "O", "H", "O", "Li", "H", "O", "H", "O", "O", "S", "O", "O", "H", "O", "S", "H", "H", "O", "Li", "C", "Li", "O", "H"], "positions_angstrom": [[3.005611, -1.796081, -3.952095], [3.140651, 3.212559, 3.361685], [4.552001, 0.583419, -0.140655], [-3.073609, 1.491429, 1.776305], [-5.993599, 3.368039, 0.655995], [1.044371, 5.411619, 0.974325], [-3.990949, -2.179151, 3.183785], [5.213451, 1.274759, -0.168385], [3.720621, 1.041649, -0.263425], [-4.014129, -4.305581, 2.800195], [-3.234739, 0.115009, -2.705785], [1.721741, -5.281611, -1.037805], [0.562491, 2.027809, 4.015315], [2.946101, 3.790819, 2.624125], [-4.937209, 3.867239, -0.306675], [-5.067679, 3.273319, 0.432555], [-1.128509, 1.005179, -0.254685], [-4.323379, -1.862111, 2.195315], [2.238251, 2.575989, -3.846495], [1.659511, 4.227929, 0.258525], [-0.938979, 4.051839, -3.611655], [-1.472849, 3.174839, -2.499115], [2.417291, 3.509219, -3.731345], [1.876271, 5.080449, 0.635945], [3.725301, -4.430981, -0.128945], [4.048801, 3.411489, 3.589565], [1.209961, 1.539449, -0.395925], [3.377631, -1.839581, -1.217805], [-3.127569, -3.968291, 4.181535], [0.306281, 0.439019, 1.432285], [1.990951, 2.269629, -2.974015], [0.446461, -0.699321, -0.730435], [-2.009409, -3.765111, 2.422355], [2.954031, -5.668421, -0.394215], [3.634561, -6.668951, -1.243195], [-3.414799, -0.285441, -3.556345], [-4.904259, -2.365131, 3.748915], [2.606181, -6.303211, 0.897875], [0.208621, 0.559939, -0.026665], [-2.557659, -0.569031, -3.874355], [3.113981, -1.145491, -4.645795], [-3.343789, -1.072311, 3.551535], [-0.342729, -1.689661, 3.546675], [-3.271419, -3.597031, 3.166855], [-0.939719, -3.456451, -0.542555], [-1.692309, 3.514519, -3.366685], [2.058141, -1.868221, -3.836625]], "forces_ev_per_angstrom": [[0.2364, -0.0349, 0.5462], [-0.5886, -0.2062, 0.3499], [0.0438, -0.4251, -0.0859], [0.3141, -1.1987, -0.4641], [-0.2585, -0.0884, 0.1108], [-0.2098, 0.1425, -0.0103], [0.2502, -0.9788, -1.4278], [0.2385, 0.0122, -0.0790], [-0.7597, 0.2244, 0.0487], [-0.4319, -0.0640, -0.5703], [0.1686, 0.1377, 0.2711], [-3.3518, 1.6956, -1.9689], [0.4970, -0.3508, -0.9348], [-0.1278, 0.2530, -0.5422], [0.1724, 0.0801, -0.2910], [0.3437, -0.1986, 0.3561], [-3.9829, 1.7140, -1.1526], [-0.5814, -1.3225, -1.1200], [0.0770, 0.0102, -0.3355], [-0.1293, -0.6551, -0.3316], [0.2182, 0.0323, -0.1204], [0.1439, -0.3735, 0.3100], [0.0808, 0.1934, 0.0038], [0.3377, 0.1435, 0.4041], [1.2824, 1.7899, -0.4081], [0.2182, -0.0846, 0.1636], [1.6824, 1.8533, -1.3619], [-0.1418, -1.0261, 0.2811], [0.2616, 0.4366, 0.6988], [0.4772, -0.9130, 3.5825], [-0.2343, -0.2916, 0.5058], [0.3994, -1.2563, -0.2659], [-1.5795, 1.4604, 1.1286], [0.3494, -2.5408, 1.6518], [0.6854, 0.7720, -0.0787], [-0.3266, -0.1204, -0.1512], [-0.5353, -0.1454, 0.6871], [0.3877, 0.1803, 0.3376], [1.1778, -0.7943, 0.6867], [0.2309, 0.0033, -0.0589], [0.1024, 0.2542, -0.1129], [2.2835, 2.4952, 1.7440], [-1.4763, -0.8811, -1.1833], [2.0975, 0.2537, -1.6734], [0.6446, -0.2290, 0.9643], [-0.3271, 0.2057, -0.0996], [-0.3599, -0.1642, -0.0043]]}


Entry 2:
{"formula": "C2Cl5NO", "method": "ωB97M-V/def2-TZVPD", "orbital_gap_ev": [7.31, 7.29], "largest_force_ev_per_a": 1.90, "charge": 0, "elements": ["Cl", "O", "N", "Cl", "Cl", "Cl", "C", "Cl", "C"], "positions_angstrom": [[-2.148818, 1.356649, 0.247764], [0.217542, 1.350684, 1.185328], [0.438726, 0.361778, 0.452141], [1.742968, -1.613093, -0.626956], [-1.009655, 0.260033, -2.232139], [-2.056937, -1.525909, -0.353027], [-1.552111, 0.087639, -0.642616], [2.873706, 0.103376, 1.449706], [1.494579, -0.381157, 0.519799]], "forces_ev_per_angstrom": [[-0.1455, -0.4380, -0.5580], [0.3459, -0.4418, -0.3668], [-0.7282, -0.0392, 0.7604], [-0.1098, -0.4093, -0.1468], [-0.0615, 0.7048, -0.5928], [-0.2150, 0.2478, 0.5256], [1.6149, -0.4904, 0.8765], [-0.4525, -0.1916, -0.0768], [-0.2485, 1.0576, -0.4213]]}


Entry 3:
{"formula": "C2H4Br2N", "method": "ωB97M-V/def2-TZVPD", "e_above_lowest_kcal_mol": 56.22, "orbital_gap_ev": 8.12, "largest_force_ev_per_a": 4.31, "charge": 1, "elements": ["H", "Br", "H", "H", "N", "C", "Br", "C", "H"], "positions_angstrom": [[-0.666258, -1.123796, 0.852659], [1.602031, -3.339379, -0.089207], [-1.107720, -1.099276, -1.005250], [0.651329, 0.508907, 0.787732], [-0.622781, -0.811313, -0.115007], [0.285521, 0.159954, -0.114385], [4.083431, -1.496521, -0.217869], [2.270369, -1.597075, -0.108209], [0.449276, 0.652577, -1.033744]], "forces_ev_per_angstrom": [[-1.3728, -1.2265, -0.7246], [0.0911, 0.3825, 0.0016], [0.5675, -0.0236, 1.8567], [0.8011, 0.5529, 1.5614], [1.8556, 2.6732, 0.0711], [-2.3804, -3.0194, -1.9574], [0.0544, -0.0329, 0.0121], [-0.1601, 0.1095, -0.0760], [0.5436, 0.5843, -0.7447]]}